A cluster of 11 separate species, C79H181N11O16 in total at a distorted geometry, computed with the ωB97M-V functional and the def2-TZVPD basis.

Last column: Löwdin charge in e.
Positions of all 287 atoms, in Å:
H1 4.521 1.198 -5.134  0.113
N1 -5.313 -4.493 -6.991  -0.061
C1 -1.240 0.645 -1.951  -0.171
H2 4.655 -4.464 -2.804  0.110
H3 -0.054 3.084 5.506  0.126
N2 -2.478 5.964 0.695  -0.124
H4 -4.667 -3.635 -0.855  0.075
C2 9.320 -2.896 -0.757  -0.020
H5 -4.367 3.432 -0.519  0.099
H6 -2.267 3.485 11.023  0.109
C3 -4.006 -4.469 -7.573  -0.200
H7 -3.188 -4.200 1.102  0.111
C4 1.406 -2.328 -2.129  -0.022
H8 3.978 2.340 0.326  0.070
C5 -7.224 1.812 -0.320  -0.224
H9 -2.884 -0.769 -5.504  0.075
H10 2.608 0.022 -0.829  0.085
C6 -1.848 -1.345 5.483  -0.073
O1 -7.277 -2.061 -6.963  -0.201
H11 0.633 1.189 -7.544  0.089
H12 -3.599 4.648 3.050  0.101
H13 -4.951 7.783 0.510  0.066
H14 -0.289 -6.375 0.217  0.102
H15 -5.009 5.765 2.763  0.098
H16 2.802 -0.901 -5.739  0.102
H17 -2.999 7.215 3.710  0.093
H18 5.348 2.016 -6.911  0.110
H19 -5.134 1.358 2.971  0.074
C7 2.941 6.750 2.108  -0.479
C8 7.675 -2.958 -0.847  -0.436
O2 1.368 -1.609 0.634  -0.006
H20 -3.845 -6.604 -2.959  0.072
C9 -4.080 2.273 -4.685  -0.105
H21 -6.500 -0.281 -6.664  0.087
H22 0.928 -0.616 -7.555  0.087
H23 -1.263 -0.773 4.763  0.047
C10 -6.623 -2.608 -8.113  -0.213
H24 -1.393 1.795 5.431  0.103
C11 4.666 -4.209 5.910  -0.238
C12 2.212 3.374 2.730  -0.034
H25 5.058 0.282 -8.387  0.102
C13 -0.547 -0.191 0.398  -0.404
H26 -0.037 -0.216 -3.404  0.099
C14 5.905 -4.943 -1.214  -0.171
H27 -0.180 4.244 10.058  0.114
H28 5.150 -1.353 6.456  0.105
C15 -4.055 -0.104 4.909  -0.184
H29 -2.368 2.207 9.884  0.104
H30 1.810 1.149 4.907  0.082
H31 -2.069 3.580 6.757  0.116
N3 -3.274 -2.202 3.807  0.056
C16 -2.672 -4.939 0.489  -0.143
H32 -2.218 3.766 -1.896  0.075
H33 5.952 -2.417 0.564  0.077
H34 6.819 -1.866 -4.896  0.070
N4 -2.820 -6.527 -1.351  -0.103
C17 -0.801 -7.844 -1.837  -0.021
H35 5.520 -1.298 11.240  0.087
H36 -5.849 -0.677 2.108  0.069
H37 2.333 -2.651 -1.654  0.064
H38 -2.176 -0.467 2.127  0.051
C18 -1.893 4.479 -1.138  -0.012
C19 -4.181 1.694 3.381  -0.092
H39 -1.988 -5.876 -3.729  0.077
C20 1.057 0.329 -7.027  -0.072
N5 -6.629 1.891 -1.573  -0.055
H40 3.170 -5.517 5.017  0.118
H41 -6.164 4.071 -1.595  0.084
H42 -6.691 -4.658 -8.689  0.116
C21 -5.867 3.149 -3.520  -0.248
C22 -1.280 -0.851 1.638  -0.027
H43 -4.523 2.314 4.209  0.096
C23 1.242 5.597 0.611  -0.212
C24 6.028 0.436 -7.914  -0.227
C25 4.204 3.121 1.052  -0.017
H44 -4.524 -7.163 0.603  0.077
H45 4.380 -4.733 6.822  0.117
C26 3.303 -0.204 -6.410  -0.203
H46 -2.089 0.872 -2.596  0.092
H47 0.730 5.796 -0.330  0.108
H48 -7.965 -0.294 -0.356  0.120
H49 4.936 -5.959 4.815  0.121
H50 7.281 -4.782 0.361  0.107
H51 -1.231 4.007 -0.413  0.070
H52 4.539 7.735 1.139  0.079
C27 -0.620 2.300 6.010  -0.173
H53 4.974 1.516 -10.514  0.077
H54 -2.180 1.156 -0.231  0.108
H55 5.655 0.918 -11.977  0.080
C28 -6.457 -4.090 -7.788  -0.199
H56 4.156 -2.604 4.828  0.102
H57 1.528 3.489 0.398  0.090
H58 5.633 -2.904 10.564  0.082
H59 -1.882 -3.962 -6.829  0.123
H60 1.182 3.677 2.917  0.062
H61 -3.708 3.137 -5.237  0.087
H62 0.343 2.840 8.107  0.101
H63 2.593 4.371 -0.564  0.129
H64 4.747 7.960 2.818  0.077
O3 -3.592 -7.273 -2.318  0.003
H65 -3.642 8.645 1.355  0.074
H66 2.518 0.081 -2.604  0.078
O4 4.303 -4.564 3.527  -0.187
H67 -5.036 6.075 -1.144  0.064
O5 -3.161 -2.447 -6.570  -0.219
H68 7.546 -2.438 1.249  0.082
C29 -3.118 5.091 -0.340  -0.462
H69 -2.146 2.189 7.692  0.105
H70 4.083 -2.271 -3.181  0.065
H71 3.569 8.896 2.009  0.085
H72 -1.188 -1.322 -2.712  0.098
C30 3.493 -5.283 2.602  -0.108
H73 -4.688 -4.769 -2.159  0.073
H74 1.421 5.939 3.438  0.068
H75 3.627 -0.810 -7.256  0.099
H76 5.085 3.701 0.776  0.070
C31 -0.978 3.923 9.389  -0.156
C32 -7.314 0.332 0.254  -0.206
C33 3.971 7.884 2.057  -0.042
C34 -4.092 5.334 2.361  -0.091
H77 -6.103 -2.070 1.037  0.089
C35 -1.413 2.848 7.226  -0.238
H78 -1.639 -0.904 6.458  0.087
H79 2.718 -5.939 3.001  0.081
H80 -6.666 -1.279 -5.189  0.090
H81 -3.771 -2.159 5.684  0.136
H82 6.298 2.236 -11.295  0.072
H83 -3.550 2.079 2.580  0.087
C36 -3.343 6.587 1.731  -0.468
C37 4.266 -2.358 8.280  -0.158
H84 0.644 -3.093 -1.980  0.060
H85 4.768 -2.133 -1.565  0.075
H86 1.356 7.716 1.061  0.120
C38 -3.982 5.900 -1.359  -0.019
C39 -4.308 7.784 1.391  -0.014
N6 -0.473 3.436 8.085  -0.068
H87 6.292 -5.057 -3.352  0.115
C40 2.117 4.406 0.416  -0.153
H88 2.891 -4.569 2.041  0.074
H89 -7.727 0.316 1.263  0.116
H90 -1.895 8.008 2.589  0.080
C41 -4.834 -6.309 0.000  -0.020
H91 -4.013 -3.866 -8.481  0.112
N7 0.353 -1.254 -0.245  -0.099
H92 0.960 0.761 1.578  0.068
H93 5.101 -0.928 -2.725  0.081
O6 2.444 0.782 -6.938  -0.208
H94 7.107 -1.173 0.159  0.076
H95 -7.391 -2.505 -8.879  0.116
H96 -1.377 -1.629 -5.823  0.085
C42 -5.648 -1.083 1.117  -0.101
H97 -6.595 2.546 -4.061  0.124
C43 2.037 6.830 3.315  -0.038
H98 0.546 5.472 1.440  0.106
H99 9.890 -3.321 -1.583  0.070
H100 -3.576 6.882 -1.603  0.083
H101 -3.952 5.356 -2.303  0.070
H102 -0.218 -5.692 -3.335  0.092
C44 4.238 -1.868 6.757  -0.135
H103 -1.414 -2.345 5.482  0.090
O7 4.584 5.185 3.158  -0.022
C45 -0.534 -5.692 -0.597  -0.096
H104 0.102 1.317 9.660  0.074
H105 0.530 1.671 0.089  0.048
H106 -0.622 0.091 10.662  0.084
H107 -5.716 1.458 -1.586  0.099
H108 4.110 -5.853 1.908  0.081
O8 -6.008 -0.082 0.201  -0.193
C46 -1.667 0.248 -0.549  -0.143
H109 1.467 1.063 -1.650  0.059
H110 -2.663 -2.041 -4.548  0.079
H111 5.659 -3.185 -4.998  0.089
H112 -3.185 -4.299 -5.639  0.106
C47 1.993 6.854 0.859  -0.139
C48 3.040 4.117 1.583  -0.394
N8 5.607 1.067 -6.684  -0.094
C49 -0.424 -0.588 -2.456  -0.103
H113 -1.321 5.306 -1.558  0.075
H114 -5.317 -1.623 -6.284  0.059
O9 7.643 -1.081 -2.352  -0.007
H115 -7.644 3.490 -2.361  0.121
C50 0.147 1.102 0.937  -0.028
N9 7.366 -2.454 -2.190  -0.129
O10 6.910 0.587 -10.143  -0.200
H116 -0.929 6.796 0.529  0.064
H117 0.697 0.327 -5.998  0.069
H118 -4.200 -2.581 3.674  0.066
C51 4.184 -5.169 4.820  -0.222
C52 -6.589 3.268 -2.197  -0.167
C53 -3.536 -5.565 -0.565  -0.510
H119 -1.604 6.334 2.936  0.083
H120 -0.637 -8.413 -0.922  0.084
H121 6.440 -0.555 -7.724  0.126
H122 -6.705 2.421 0.419  0.088
C54 5.735 -4.419 -2.666  -0.107
H123 3.492 -1.090 6.598  0.092
H124 -3.262 1.612 -4.400  0.074
H125 7.368 -3.408 -4.560  0.084
H126 -5.707 -6.582 -0.593  0.077
H127 -5.559 3.609 1.738  0.079
H128 4.805 -3.285 8.472  0.092
H129 5.319 -0.290 -5.215  0.084
H130 1.708 -2.245 -3.173  0.075
H131 0.135 -7.660 -2.365  0.069
H132 -1.481 -4.506 -2.898  0.063
H133 -5.243 -3.891 -6.183  0.092
H134 6.747 2.222 -8.958  0.119
H135 -4.586 -1.286 0.977  0.078
O11 4.914 -1.494 9.267  -0.211
H136 -1.293 -8.432 -2.612  0.074
H137 0.781 0.918 11.303  0.094
O12 -0.682 2.185 11.202  -0.192
H138 1.384 7.700 3.390  0.087
H139 3.256 -2.640 8.577  0.114
C55 -6.347 -1.270 -6.231  -0.103
H140 -3.109 -1.499 3.100  0.007
H141 -2.344 -0.599 -0.665  0.118
C56 5.027 -1.998 10.566  -0.135
C57 4.983 -2.007 -2.626  -0.051
H142 5.432 5.072 2.722  0.094
C58 0.927 0.599 5.229  -0.124
C59 4.700 0.371 -5.822  -0.176
C60 -1.312 -4.394 -0.024  -0.136
H143 -0.484 1.768 1.525  0.089
H144 -5.743 -2.079 -8.480  0.120
C61 -2.940 -3.842 -6.598  -0.189
C62 7.001 -2.245 0.325  -0.044
H145 9.713 -3.571 0.004  0.065
H146 5.856 -6.028 -1.112  0.108
H147 0.344 0.488 4.315  0.062
H148 1.115 -2.507 0.860  0.089
H149 4.029 -2.195 10.958  0.084
H150 -4.253 0.558 5.752  0.125
H151 5.737 -4.116 5.730  0.121
H152 -3.123 3.219 0.700  0.095
C63 -4.038 -4.343 -1.394  -0.024
H153 -5.740 4.164 -3.897  0.126
H154 8.520 -1.144 -2.736  0.101
H155 2.795 6.884 4.096  0.085
C64 -3.821 3.941 0.276  -0.152
O13 -1.781 6.995 0.133  -0.024
H156 2.650 3.591 3.704  0.074
H157 -5.029 -0.419 4.536  0.110
C65 -2.400 7.068 2.811  -0.054
H158 -0.594 1.513 -2.083  0.097
H159 8.036 -5.193 -0.996  0.109
H160 -1.646 -1.806 1.259  0.061
C66 -4.891 4.376 1.348  -0.142
H161 5.018 -4.578 -0.696  0.093
C67 -1.399 -6.386 -1.758  -0.476
H162 -4.857 1.970 -5.387  0.084
H163 -2.519 -5.787 1.156  0.123
H164 -0.583 -1.124 2.431  0.077
H165 -1.614 4.801 9.277  0.109
H166 -5.584 4.975 0.758  0.089
C68 6.486 -2.784 -4.412  -0.057
C69 -1.245 -5.566 -2.994  -0.042
H167 -1.263 -3.743 -0.897  0.070
H168 -8.190 2.303 -0.433  0.118
C70 1.934 0.078 -1.684  -0.015
H169 9.610 -1.862 -0.575  0.067
H170 7.982 0.827 -8.481  0.126
H171 -5.063 8.007 2.145  0.079
C71 -0.114 1.054 10.696  -0.145
H172 -3.203 -3.819 -1.858  0.056
C72 7.272 -4.481 -0.686  -0.140
N10 3.986 -2.959 5.759  -0.073
C73 7.000 1.174 -8.802  -0.166
C74 -3.259 -1.413 5.076  -0.399
O14 -3.387 0.700 3.973  -0.221
H173 -3.692 -5.485 -7.812  0.109
H174 1.110 -0.443 5.494  0.090
H175 -5.297 -5.813 0.853  0.066
C75 0.838 -0.998 -1.576  -0.479
N11 3.702 5.414 2.073  -0.093
H176 2.661 7.099 0.034  0.120
H177 2.132 2.301 2.554  0.051
O15 -4.603 2.559 -3.422  -0.191
H178 -0.775 -4.012 0.845  0.092
H179 4.660 2.559 1.867  0.066
H180 -7.303 -4.300 -7.133  0.117
C76 -2.431 -1.757 -5.575  -0.102
C77 6.141 -2.937 -2.950  -0.477
H181 0.416 -5.437 -1.067  0.097
C78 5.926 1.261 -10.979  -0.114
O16 0.215 1.176 6.284  -0.206
C79 -1.652 2.874 10.363  -0.175

Summary:
HOMO energy: -0.298 Eh
Structure (SMILES): CC1(C)CCCC(C)(C)N1O.CC1(C)CCCC(C)(C)N1O.CC1(C)CCCC(C)(C)N1O.CC1(C)CCCC(C)(C)N1O.CC1(C)CCCC(C)(C)N1O.COC[C@H](C)N.COCCNCCOC.COCCNCCOC.COCCNCCOC.COCCNCCOC.COCCNCCOC
ΔE to the lowest compared entry with this formula, charge and spin: 9.725 eV
M: 1541.378 g/mol
E: -4923.9191 Eh
Kohn-Sham gap: 8.5 eV